The following is a quantum chemistry calculation of a molecular structure, C50H37F6HfN5O8S2 in a non-equilibrium geometry, from the Open Molecules 2025 dataset.

Geometry as XYZ:
```
109
Properties=species:S:1:pos:R:3
Hf 0.000 0.000 0.000
C 6.434 6.751 4.456
O 5.164 6.408 5.000
C 4.427 5.494 4.296
C 4.735 5.009 3.027
C 3.897 4.073 2.418
C 2.745 3.599 3.067
C 2.434 4.093 4.336
C 3.270 5.041 4.939
C 1.904 2.596 2.371
C 2.424 1.389 2.166
C 3.410 0.676 2.908
C 3.118 -0.622 2.813
C 1.994 -0.667 1.810
N 1.803 0.547 1.329
C 1.420 -2.120 1.513
C 0.163 -2.566 1.137
C -0.126 -3.997 0.913
C -1.375 -4.134 0.460
C -1.900 -2.808 0.316
C -3.012 -2.412 -0.307
C -4.053 -3.350 -0.744
C -3.994 -4.005 -1.976
C -4.988 -4.926 -2.324
C -6.040 -5.210 -1.447
O -6.936 -6.142 -1.898
C -7.909 -6.588 -0.960
C -6.102 -4.553 -0.218
C -5.110 -3.632 0.131
C -3.067 -0.903 -0.449
N -2.239 0.056 -0.037
C -2.941 1.202 -0.346
C -2.686 2.428 0.126
C -3.665 3.514 -0.186
C -3.594 4.226 -1.389
C -4.482 5.278 -1.630
C -5.430 5.646 -0.670
O -6.216 6.713 -1.013
C -6.925 7.336 0.050
C -5.517 4.924 0.521
C -4.642 3.860 0.759
C -1.478 2.701 0.980
C -1.315 3.993 1.464
C -0.094 4.045 2.045
C 0.451 2.787 1.899
N -0.461 1.886 1.358
C -4.112 0.868 -1.120
C -4.252 -0.445 -1.195
N -1.051 -1.964 0.888
C 2.420 -3.203 1.804
C 3.471 -3.468 0.922
C 4.418 -4.448 1.239
C 4.324 -5.178 2.430
O 5.314 -6.105 2.619
C 5.192 -6.936 3.766
C 3.274 -4.917 3.312
C 2.331 -3.935 3.001
H 6.929 7.428 5.160
H 6.327 7.284 3.505
H 7.070 5.866 4.344
H 5.613 5.334 2.479
H 4.149 3.703 1.424
H 1.549 3.742 4.860
H 3.021 5.422 5.927
H 4.141 1.108 3.570
H 3.586 -1.444 3.316
H 0.551 -4.820 1.055
H -1.858 -5.050 0.174
H -3.162 -3.813 -2.648
H -4.927 -5.440 -3.279
H -8.491 -7.384 -1.434
H -8.602 -5.781 -0.699
H -7.438 -7.010 -0.066
H -6.893 -4.736 0.499
H -5.142 -3.142 1.103
H -2.846 3.966 -2.134
H -4.421 5.826 -2.566
H -7.384 8.249 -0.344
H -6.251 7.629 0.863
H -7.730 6.692 0.418
H -6.251 5.158 1.283
H -4.708 3.306 1.695
H -1.988 4.833 1.354
H 0.370 4.922 2.475
H -4.809 1.569 -1.546
H -5.014 -1.026 -1.673
H 3.546 -2.912 -0.009
H 5.230 -4.647 0.546
H 6.026 -7.646 3.756
H 4.263 -7.516 3.740
H 5.268 -6.351 4.688
H 3.153 -5.455 4.245
H 1.505 -3.735 3.683
F 4.576 0.374 -3.217
C 3.250 0.708 -3.427
F 2.616 -0.331 -4.079
F 3.189 1.847 -4.205
S 2.448 1.046 -1.839
O 1.658 -0.044 -1.371
O 3.498 1.350 -0.764
N 1.318 2.399 -1.704
S -0.259 2.028 -2.404
O -0.963 3.387 -2.499
O -0.862 1.404 -1.360
C -0.439 1.051 -3.907
F -1.735 1.150 -4.378
F 0.426 1.547 -4.861
F -0.150 -0.276 -3.655
H -0.742 -1.284 -1.284
```

Computed properties:
Charge ... 0
Gap between HOMO and LUMO ... 6.09 eV
HOMO level ... -6.922 eV
LUMO level ... -0.03069 Ha
Molar mass ... 1192.48 Da